w | C11H18O | ωB97M-V/def2-TZVPD

Cartesian coordinates (Å):
C  0.3269  -4.1986  -0.0302
C  -0.5473  -2.9718  -0.1360
C  -0.1109  -2.1932  -1.2064
C  -0.7598  -1.0010  -1.6255
C  -1.7494  -0.4283  -0.8032
O  -2.4541  0.7484  -1.0051
C  -2.0644  -1.1494  0.4350
C  -1.4771  -2.3706  0.7648
H  0.2308  -4.4661  1.0583
H  1.3956  -3.9007  -0.2781
H  0.1283  -4.9731  -0.7543
H  0.8461  -2.3947  -1.6624
H  -0.2363  -0.4110  -2.3844
H  -2.2865  0.9906  -1.9837
H  -2.7074  -0.6301  1.0682
H  -1.7281  -2.9081  1.6895
C  1.3984  3.5084  -0.1030
C  0.4849  2.2475  0.3188
C  1.3516  1.1938  -0.1734
C  0.2190  2.2838  1.7379
H  1.0166  4.0556  -0.9521
H  2.4606  3.2951  -0.2495
H  1.2272  4.2144  0.6877
H  -0.4241  2.2634  -0.2619
H  2.4626  1.2115  0.0524
H  1.1186  0.2912  0.5172
H  1.3209  1.0205  -1.2382
H  1.0760  2.5207  2.3608
H  -0.5933  2.9046  2.1261
H  0.0744  1.2472  2.0307

The total charge is 0. The HOMO-LUMO gap comes out at 9.05 eV. The SMILES is Cc1ccc(O)cc1.CC(C)C. Its HOMO energy is -8.29 eV.

=====

x | C11H18O | ωB97M-V/def2-TZVPD

Cartesian coordinates (Å):
C  2.7691  -0.3104  -2.0126
C  1.3080  -0.0148  -1.8764
C  0.9760  0.5865  -0.4749
C  1.6346  1.8583  -0.2226
C  1.3980  2.4985  0.9688
C  0.6917  1.7335  1.9642
O  0.1702  2.3631  3.0934
C  0.5054  0.3332  1.7761
C  0.4506  -0.2220  0.5177
H  2.9617  -0.7857  -3.0100
H  3.3933  -0.8495  -1.2473
H  3.3522  0.6444  -2.0435
H  1.0308  0.6854  -2.7967
H  0.6036  -0.9081  -2.0961
H  2.2433  2.3532  -0.9747
H  1.6350  3.4919  1.2868
H  0.4549  3.2954  3.1310
H  0.2905  -0.2797  2.5980
H  0.0904  -1.2640  0.4964
C  -3.7018  -3.4155  -1.2659
C  -2.4129  -2.8163  -0.7523
C  -2.5301  -1.2259  -0.7660
H  -4.2968  -2.5751  -1.6193
H  -3.5602  -4.1622  -2.0110
H  -4.2620  -4.1520  -0.5898
H  -1.3804  -3.0635  -1.0844
H  -2.5105  -3.2159  0.3727
H  -1.6739  -0.4324  -0.5347
H  -3.1789  -0.7339  -0.0385
H  -3.0860  -0.9841  -1.7224

The total charge is 0. The HOMO-LUMO gap comes out at 8.94 eV. The SMILES is CCc1ccc(O)cc1.CCC. Its HOMO energy is -8.09 eV.

=====

y | C11H18O | ωB97M-V/def2-TZVPD

Cartesian coordinates (Å):
C  -2.3124  0.9428  -2.2187
C  -2.1884  0.4638  -0.7829
C  -1.1809  -0.6505  -0.5347
C  -1.5666  -1.9354  -0.1874
C  -0.6522  -2.9836  -0.3029
C  0.6668  -2.6874  -0.5810
O  1.5725  -3.7369  -0.6933
C  1.0859  -1.3851  -0.8060
C  0.1495  -0.3560  -0.8180
H  -1.5735  0.4307  -2.8202
H  -2.0137  1.9808  -2.3602
H  -3.3195  0.8259  -2.6089
H  -1.9102  1.2809  -0.1012
H  -3.1290  0.1993  -0.2841
H  -2.5637  -2.0984  0.2007
H  -1.0332  -3.9963  -0.3063
H  2.1221  -3.7915  0.0839
H  2.1277  -1.2647  -1.0761
H  0.5373  0.5634  -1.1474
C  1.3145  0.4951  2.1469
C  1.9199  1.6532  1.3467
C  0.9516  2.8379  1.1423
H  0.2979  0.2619  1.8456
H  1.4657  0.6466  3.2155
H  1.9224  -0.3843  1.9300
H  2.7917  2.0268  1.8901
H  2.3143  1.2948  0.4019
H  0.3896  2.9083  2.0738
H  1.5130  3.7683  1.0672
H  0.3008  2.6896  0.2845

The total charge is 0. The HOMO-LUMO gap comes out at 9.64 eV. The SMILES is CCc1ccc(O)cc1.CCC. Its HOMO energy is -8.78 eV.

=====

Stability summary: most stable y, least stable x.

=====

w | CH3OP | ωB97M-V/def2-TZVPD

Cartesian coordinates (Å):
C  0.5680  -1.0925  -0.7264
O  -0.1032  2.2862  1.1881
P  -0.1770  0.9443  0.5353
H  0.9530  -0.7650  -1.6944
H  -0.4525  -1.4719  -0.8203
H  -0.7883  0.0989  1.5178

The total charge is 0. The HOMO-LUMO gap (alpha / beta) comes out at 7.88 / 7.87 eV. Its HOMO energy (alpha / beta) is -9.39 / -9.38 eV.

=====

x | CH3OP | ωB97M-V/def2-TZVPD

Cartesian coordinates (Å):
C  0.3579  0.1444  0.8536
O  -1.0349  -1.3642  -0.9824
P  -0.1363  -0.2244  -0.6754
H  0.5506  -0.6716  1.4189
H  0.7208  1.1305  0.9202
H  -0.4581  0.9852  -1.5350

The total charge is 0. The HOMO-LUMO gap comes out at 8.98 eV. Its HOMO energy is -9.57 eV.

=====

Stability summary: most stable x, least stable w.

=====

w | C5H7O4Tl | ωB97M-V/def2-TZVPD

Cartesian coordinates (Å):
O  -2.5266  -1.2148  -2.4355
C  -1.6152  -0.3532  -2.4800
O  -0.6479  -0.7374  -1.4237
O  -1.4216  0.6397  -3.1239
Tl  -1.9244  -2.5358  -1.0257
C  1.4597  -0.4419  -0.5122
C  0.2516  0.1413  -1.0114
H  1.6205  -1.4927  -0.7898
H  2.3102  0.2446  -0.4554
O  0.1623  1.3124  2.8161
C  0.3291  1.1734  1.4186
C  0.5820  -0.2749  1.0153
H  -0.3057  2.1301  3.0021
H  1.1639  1.8215  1.1004
H  -0.5878  1.5430  0.9277
H  0.1822  -1.3022  0.9951
H  0.9677  -0.6531  1.9821

The total charge is +1. The HOMO-LUMO gap (alpha / beta) comes out at 7.98 / 6.33 eV. The multiplicity is 2. Its HOMO energy (alpha / beta) is -13.97 / -14.00 eV.

=====

x | C5H7O4Tl | ωB97M-V/def2-TZVPD

Cartesian coordinates (Å):
O  -2.1452  -0.4582  -0.7071
Tl  -0.0343  -0.9132  -0.4803
C  -3.3298  -0.6642  -0.9807
C  -4.2317  -1.4645  -0.1123
H  -4.1736  -1.0625  0.9111
H  -3.8191  -0.0034  -1.7241
H  -3.9928  -2.4846  -0.5458
H  -5.2785  -1.2731  -0.3944
C  -1.5183  -1.9359  2.0141
C  -0.8685  -0.8479  2.4122
O  0.3267  -0.7134  3.0108
C  1.3174  -0.1280  2.3113
O  1.3621  -0.0948  1.1041
O  2.2548  0.2409  3.1390
H  -2.6074  -1.9216  2.0171
H  -1.0081  -2.9021  1.9302
H  3.0864  0.3848  2.6643

The total charge is +1. The HOMO-LUMO gap (alpha / beta) comes out at 9.62 / 8.42 eV. The multiplicity is 2. Its HOMO energy (alpha / beta) is -13.24 / -13.22 eV.

=====

Stability summary: most stable x, least stable w.

=====

w | C32H21BrCl2F3N3OPSSe2W | ωB97M-V/def2-TZVPD

Cartesian coordinates (Å):
W  -0.2326  0.6502  -0.1702
Cl  -1.8740  4.8319  2.0103
C  -0.2089  4.4695  1.7294
C  0.7810  5.4115  2.0735
C  2.0995  5.1279  1.8807
Cl  3.3025  6.2891  2.3291
C  2.4981  3.8847  1.3220
C  3.8343  3.4739  1.1345
C  4.0799  2.2333  0.6266
C  3.0055  1.4029  0.2589
N  1.7437  1.7590  0.3843
C  1.4895  2.9808  0.9528
C  0.1269  3.2574  1.1811
O  -0.7488  2.3188  0.8759
H  0.4843  6.3580  2.5032
H  4.6425  4.1370  1.4114
H  5.0889  1.8715  0.4917
H  3.1939  0.4262  -0.1611
F  -4.7259  -0.8310  -2.9249
C  -4.8657  -1.4221  -1.7294
F  -4.2728  -2.6224  -1.8066
F  -6.1740  -1.6293  -1.5301
C  -4.2737  -0.5806  -0.6314
C  -5.0385  -0.1113  0.4176
C  -4.4522  0.6704  1.4149
C  -3.1122  0.9634  1.3236
N  -2.3791  0.5083  0.2991
C  -2.9173  -0.2511  -0.6594
S  -1.6502  -0.6931  -1.7465
H  -6.0910  -0.3554  0.4607
H  -5.0318  1.0444  2.2453
H  -2.5950  1.5756  2.0478
Se  1.4367  -0.9541  -1.3717
P  0.9301  -2.0419  0.4755
Se  0.1860  -0.6937  2.0047
C  -0.2977  -3.3029  0.0891
C  -1.4612  -3.4296  0.8388
C  -2.3887  -4.4072  0.5044
C  -2.1539  -5.2510  -0.5684
C  -0.9876  -5.1284  -1.3134
C  -0.0595  -4.1541  -0.9896
C  2.4203  -2.8851  1.0548
C  3.3311  -3.4192  0.1434
C  4.4304  -4.1279  0.6031
C  4.6242  -4.3005  1.9669
C  3.7216  -3.7666  2.8727
C  2.6177  -3.0584  2.4205
H  -1.6471  -2.7636  1.6710
H  -3.2976  -4.5044  1.0832
H  -2.8829  -6.0067  -0.8296
H  -0.8067  -5.7862  -2.1527
H  0.8370  -4.0469  -1.5889
H  3.1946  -3.2770  -0.9218
H  5.1368  -4.5414  -0.1039
H  5.4852  -4.8497  2.3242
H  3.8760  -3.8970  3.9355
H  1.9180  -2.6385  3.1320
Br  -0.4972  5.3402  -5.1615
C  -0.4081  4.0424  -3.8214
C  -1.4978  3.8164  -2.9956
C  -1.3866  2.8521  -2.0160
N  -0.2743  2.1269  -1.8374
C  0.7713  2.3563  -2.6395
C  0.7499  3.3031  -3.6444
H  -2.4145  4.3765  -3.1051
H  -2.2069  2.6546  -1.3387
H  1.6569  1.7588  -2.4659
H  1.6175  3.4551  -4.2689

The total charge is +1. The HOMO-LUMO gap (alpha / beta) comes out at 7.08 / 7.15 eV. The multiplicity is 3. Its HOMO energy (alpha / beta) is -10.15 / -10.77 eV.

=====

x | C32H21BrCl2F3N3OPSSe2W | ωB97M-V/def2-TZVPD

Cartesian coordinates (Å):
W  0.1064  -0.2730  -0.5602
Cl  1.9642  -4.5182  -2.4657
C  0.3591  -4.3345  -1.8678
C  -0.5366  -5.4091  -1.9407
C  -1.8072  -5.2898  -1.4441
Cl  -2.8847  -6.6356  -1.5266
C  -2.2434  -4.0789  -0.8563
C  -3.5046  -3.8768  -0.2635
C  -3.7797  -2.6644  0.3128
C  -2.8329  -1.6400  0.2646
N  -1.6507  -1.7688  -0.3087
C  -1.3352  -2.9972  -0.8316
C  -0.0136  -3.1262  -1.3138
O  0.8065  -2.0995  -1.1795
H  -0.2084  -6.3388  -2.3830
H  -4.2265  -4.6809  -0.2549
H  -4.7242  -2.4729  0.8008
H  -3.0632  -0.6741  0.6967
F  3.4598  3.4202  -2.8170
C  4.0607  3.1003  -1.6536
F  3.5701  3.9213  -0.7080
F  5.3666  3.3702  -1.7828
C  3.8281  1.6533  -1.3060
C  4.8679  0.7597  -1.1554
C  4.6062  -0.5708  -0.8397
C  3.3010  -0.9773  -0.6886
N  2.2876  -0.1107  -0.8366
C  2.5238  1.1835  -1.1318
S  1.0025  1.9906  -1.1601
H  5.8868  1.0995  -1.2854
H  5.4103  -1.2811  -0.7212
H  3.0196  -1.9973  -0.4678
Se  -1.7484  1.3915  0.0655
P  -0.4804  0.9729  1.8522
Se  0.6464  -0.9264  1.8620
C  0.6552  2.3560  2.1447
C  2.0047  2.1408  2.3986
C  2.8459  3.2207  2.6051
C  2.3451  4.5145  2.5568
C  0.9966  4.7267  2.3065
C  0.1514  3.6507  2.0970
C  -1.6716  0.9202  3.2265
C  -2.7329  1.8213  3.1832
C  -3.6281  1.8771  4.2331
C  -3.4761  1.0286  5.3249
C  -2.4251  0.1248  5.3616
C  -1.5190  0.0697  4.3115
H  2.3991  1.1314  2.4348
H  3.8963  3.0498  2.8006
H  3.0054  5.3566  2.7116
H  0.5995  5.7316  2.2651
H  -0.8906  3.8316  1.8796
H  -2.8739  2.4644  2.3218
H  -4.4500  2.5793  4.2003
H  -4.1840  1.0723  6.1413
H  -2.3060  -0.5429  6.2037
H  -0.6999  -0.6362  4.3404
Br  -1.6363  -0.6151  -7.1742
C  -1.1839  -0.4875  -5.3580
C  0.1387  -0.6065  -4.9530
C  0.4269  -0.5129  -3.6105
N  -0.5125  -0.3084  -2.6729
C  -1.7858  -0.1961  -3.0797
C  -2.1657  -0.2778  -4.4001
H  0.9298  -0.7708  -5.6694
H  1.4441  -0.6188  -3.2561
H  -2.5257  -0.0343  -2.3059
H  -3.2059  -0.1811  -4.6732

The total charge is +1. The HOMO-LUMO gap (alpha / beta) comes out at 6.97 / 6.90 eV. The multiplicity is 3. Its HOMO energy (alpha / beta) is -10.12 / -10.70 eV.

=====

Stability summary: most stable w, least stable x.